Here is C10H40O10 as an isolated structure from OMol25. Energies are from wB97M-V/def2-TZVPD.

Computed properties:
max |F|	19.46	eV/A
highest occupied orbital energy	-0.26034	Ha
total charge	0
energy	-31467.07528	eV
gap between HOMO and LUMO	0.252	Eh

Positions of all 60 atoms, in Å:
O 2.40150 -2.17292 2.18002
O 0.87358 -2.07520 -2.60986
O -1.17186 -1.17577 1.64655
O 0.05613 1.19778 -2.49762
O -1.75854 -3.64082 -1.45830
O 0.29561 3.31058 0.85750
O 2.12772 -1.12749 0.58912
O -2.95187 2.58174 1.52347
O -0.31680 2.15942 -0.79446
O 0.37523 -0.60704 0.63671
C -0.22085 2.25508 1.67598
C -0.06632 3.39601 -1.40168
C 1.48663 -1.31371 -1.66665
C -3.10864 1.27617 1.00449
C 0.98802 1.75614 -3.38873
C -0.95773 -0.63530 2.90631
C -0.42444 -0.11076 -0.42945
C 2.95231 0.01717 0.30578
C -0.79267 -3.27403 -0.43336
C 1.04775 -2.70032 2.04170
H -2.74321 0.47216 1.64333
H 1.27672 -0.29526 -1.99345
H 0.71731 -3.07699 3.00971
H 0.48827 1.42787 1.70748
H -0.03645 -1.76996 -2.62635
H 0.32764 -1.93438 1.75380
H 3.98710 -0.31891 0.23979
H -1.11560 1.87185 1.18541
H -0.66809 -2.19158 -0.40348
H 1.01208 -3.57268 1.38916
H -1.00529 -0.88326 -0.93340
H 1.19143 -0.91729 0.61684
H 0.98742 3.39247 -1.68047
H -1.07088 0.67872 -0.04614
H -0.51576 0.54914 -2.91453
H 2.79311 0.86659 0.97004
H -2.56322 1.16183 0.06772
H -0.11245 1.47937 -1.44051
H 2.58709 -1.64057 1.40299
H -0.51432 2.61180 2.66326
H -0.29105 -0.76082 1.31052
H -1.17062 -3.50034 0.56365
H 0.15404 3.03286 -0.05048
H 2.80855 0.42043 -0.69662
H 0.15931 -3.78783 -0.56698
H 1.36680 1.05449 -4.13190
H -3.35496 3.14348 0.85745
H -0.72650 -1.34228 3.70307
H 1.03063 -1.54959 -0.70513
H 0.21359 0.38447 -1.16141
H -0.60739 3.52333 -2.33931
H -2.07481 -4.52531 -1.26016
H -4.12905 1.10127 0.66351
H 0.50432 2.58019 -3.91320
H 1.86749 2.05579 -2.81877
H -0.25090 4.23544 -0.73131
H -1.82109 -0.03494 3.19313
H -0.05445 -0.02864 2.84191
H 2.56620 -1.46358 -1.65355
H -2.04752 -1.56606 1.59669

Here are the Löwdin charges for atoms 1 to 6, given in e: O -0.110; O -0.055; O -0.078; O -0.108; O -0.103; O -0.139